# 1
ORCA calculation (the ωB97M-V functional and the def2-TZVPD basis) on a 5-piece molecular cluster, C28H49BrN6OP overall.

Geometry as XYZ:
```
86
Properties=species:S:1:pos:R:3:forces:R:3
C 3.259816 1.139859 2.665629 -0.03 -0.08 -0.01
C 2.193233 0.370171 1.904262 0.49 -0.11 0.00
Br 0.463209 1.238351 2.307627 -0.14 0.23 -0.03
C 2.125008 -1.097424 2.251553 -0.28 0.02 0.22
P 1.083203 -2.262088 1.099509 0.16 -0.11 0.00
N 2.145596 -1.759004 -0.313429 0.08 0.08 0.15
C -0.024513 -2.776813 2.594673 -0.02 0.01 0.01
C -1.217599 -3.678002 2.246386 -0.15 -0.26 0.14
C -2.235017 -2.909690 1.472166 -0.07 0.15 -0.14
O -2.358571 -2.888585 0.276469 -0.01 -0.07 0.02
N -3.136632 -2.129540 2.324190 0.03 0.21 -0.35
C -3.423498 -0.792685 1.949008 -0.09 -0.13 0.08
C -2.590627 -0.042740 1.126991 0.06 -0.03 -0.02
C -2.901020 1.280614 0.855710 0.04 -0.01 -0.07
C -4.037721 1.875391 1.380630 -0.04 0.06 0.01
C -4.863210 1.129690 2.211808 0.00 0.05 0.00
C -4.554228 -0.187851 2.498691 -0.11 -0.03 -0.02
H 3.067796 1.088065 3.738316 0.03 0.03 0.02
H 4.224597 0.666486 2.467283 0.02 0.02 -0.01
H 3.308040 2.184430 2.356762 -0.02 0.03 0.04
H 2.354326 0.505073 0.836663 -0.24 0.04 -0.04
H 1.779126 -1.170860 3.290041 0.06 -0.09 0.01
H 3.141147 -1.500538 2.216043 0.03 0.04 -0.13
H 0.142869 -1.165929 0.801814 0.07 -0.04 -0.07
H 0.326117 -3.173106 0.237639 -0.06 0.04 -0.02
H 2.033549 -3.355067 1.391592 0.00 0.05 0.00
H 2.124737 -2.501844 -1.004969 -0.02 -0.03 0.02
H 1.704616 -0.955450 -0.754600 -0.04 -0.06 -0.11
H 0.603121 -3.310766 3.314945 -0.01 0.02 0.04
H -0.406876 -1.878995 3.093314 0.07 0.05 -0.02
H -1.712034 -4.002338 3.168825 0.02 -0.06 0.01
H -0.914682 -4.562834 1.684456 0.11 0.12 -0.13
H -4.006598 -2.650672 2.363972 0.05 -0.06 0.35
H -1.689697 -0.482790 0.717995 -0.03 0.04 0.01
H -2.230166 1.844579 0.218230 0.00 0.02 0.02
H -4.277564 2.906892 1.153706 0.01 0.01 0.00
H -5.745952 1.581178 2.648647 -0.01 -0.02 0.00
H -5.189403 -0.761102 3.165668 0.00 -0.01 0.00
C -0.754618 5.249259 0.729211 0.01 0.00 0.01
C -0.644679 5.261529 2.247516 -0.03 -0.13 -0.08
C 0.596655 6.006907 2.747988 -0.09 -0.01 0.01
C 1.849586 5.434798 2.255394 0.08 -0.02 -0.01
N 2.844040 5.011265 1.868552 -0.05 0.02 0.01
H 0.087355 4.719371 0.281728 0.01 0.00 0.01
H -1.666353 4.740690 0.416660 0.00 0.00 0.00
H -0.776640 6.264424 0.324444 0.00 0.00 -0.01
H -0.625413 4.234749 2.616728 0.04 0.01 0.03
H -1.521470 5.744933 2.683144 0.02 0.01 0.03
H 0.634959 6.003114 3.838287 0.00 0.01 0.00
H 0.567719 7.049325 2.420877 -0.01 0.01 0.03
C -4.179827 -3.650900 -2.275139 -0.04 -0.02 0.04
C -4.000573 -2.250511 -2.839147 0.03 -0.02 0.07
C -4.239646 -2.169659 -4.352899 0.02 -0.04 0.16
C -3.305063 -3.030304 -5.076710 0.08 0.10 -0.13
N -2.537205 -3.676566 -5.633752 -0.03 -0.05 -0.03
H -3.465581 -4.348449 -2.715971 -0.01 0.00 -0.02
H -3.995138 -3.631461 -1.204196 0.00 -0.04 0.00
H -5.187538 -4.036808 -2.452367 0.00 0.04 -0.05
H -2.988995 -1.904275 -2.620976 -0.01 0.02 0.03
H -4.682499 -1.556194 -2.344882 -0.01 0.02 -0.04
H -4.100378 -1.148999 -4.712358 -0.02 -0.01 -0.03
H -5.255738 -2.478497 -4.607475 0.00 0.00 0.01
C 5.659296 6.130839 0.411036 0.10 -0.03 0.00
C 5.784721 7.563252 0.906829 -0.03 -0.07 0.02
C 6.268854 8.540016 -0.171061 -0.05 -0.01 0.04
C 7.603864 8.208277 -0.669395 0.06 -0.01 -0.01
N 8.657980 7.950723 -1.044312 0.00 0.00 0.00
H 6.624387 5.732632 0.092116 0.01 0.05 -0.03
H 5.268088 5.488524 1.196094 -0.03 -0.01 -0.03
H 4.969441 6.067552 -0.432537 -0.01 -0.01 0.00
H 6.465449 7.608368 1.759448 0.00 0.01 0.00
H 4.811531 7.911260 1.259111 0.01 0.04 0.00
H 6.308184 9.559136 0.217372 -0.03 0.01 -0.02
H 5.581838 8.536083 -1.019875 0.00 0.00 0.00
C -1.132147 -6.863749 -5.334040 -0.07 -0.01 0.01
C -0.124813 -6.494176 -4.254520 -0.08 0.02 -0.04
C 0.377380 -7.707469 -3.462810 0.03 0.05 -0.03
C -0.710111 -8.430017 -2.801778 -0.05 -0.01 0.03
N -1.577801 -8.989873 -2.299774 0.01 -0.02 -0.01
H -2.026187 -7.301212 -4.885259 0.00 -0.04 -0.02
H -1.444643 -5.978788 -5.884428 0.02 0.01 0.01
H -0.723501 -7.588387 -6.043258 0.05 0.00 0.04
H -0.575865 -5.778326 -3.565572 0.03 0.01 0.02
H 0.742303 -6.001287 -4.696946 0.02 -0.01 0.02
H 1.094673 -7.402935 -2.699543 0.00 -0.01 0.00
H 0.879588 -8.412221 -4.129734 0.02 0.01 0.01
```
Positions in Å, forces in eV/Å.

The HOMO energy comes out at -4.0 eV. As for the charge: -1.

---

# 2
ORCA calculation (the ωB97M-V functional and the def2-TZVPD basis) on C28H49INO25PSi2 as an isolated structure in a non-equilibrium geometry.

Geometry as XYZ:
```
107
Properties=species:S:1:pos:R:3:forces:R:3
C 2.947219 0.004082 3.238871 0.08 -0.45 -0.64
C 3.008725 0.418487 1.621081 0.32 -0.84 0.38
C 3.481858 -0.940552 0.774554 -0.19 -0.07 1.49
O 2.382967 -1.436982 -0.064416 1.47 0.22 0.04
C 2.726473 -2.637480 -0.812024 0.52 1.05 -1.14
Si 2.206903 -4.328208 -0.082260 -0.08 -1.91 0.19
C 3.643190 -5.250730 0.894145 0.76 0.22 0.06
C 4.194943 -4.448998 2.194944 1.63 -0.65 0.90
C 5.675104 -3.742825 1.959653 -0.34 0.91 -0.03
O 4.425152 -5.471262 3.269807 0.19 2.22 0.46
O 0.642191 -4.443709 0.657445 2.31 1.61 1.07
Si 0.359774 -3.463213 2.051783 -0.74 -0.38 -1.35
I 0.964555 -4.415836 4.245614 -0.09 0.01 -0.55
P -1.863998 -3.189094 2.107150 -2.26 -0.33 0.73
N -2.359955 -2.116273 0.773790 1.04 0.41 0.57
O -2.474889 -4.805699 1.776614 2.75 0.24 0.17
H 2.629054 0.910561 3.904623 0.74 -1.77 -1.30
H 4.013508 -0.414583 3.529260 -2.06 1.08 -0.43
H 2.193763 -0.889098 3.433666 1.45 2.00 -0.58
H 3.860978 1.225901 1.492765 -1.97 -1.46 0.16
H 1.951360 0.812903 1.237785 2.56 -1.03 0.77
H 4.494947 -0.792991 0.198115 -2.05 -0.16 0.70
H 3.683348 -1.756143 1.593792 -0.19 1.39 -1.47
H 2.200694 -2.550149 -1.878921 1.15 -0.11 2.18
H 3.889415 -2.641802 -0.984277 -2.02 -0.19 0.05
H 2.089144 -5.207734 -1.284872 -0.09 0.26 0.07
H 3.337539 -6.379513 1.113859 0.63 2.56 -0.17
H 4.530456 -5.288562 0.103678 -1.78 -0.04 1.56
H 3.485561 -3.642871 2.651657 0.95 -1.44 -1.13
H 5.727527 -2.747965 2.617069 -0.08 -2.07 -1.46
H 6.541508 -4.438471 2.340011 -1.86 1.16 -0.99
H 5.836562 -3.431022 0.823065 -0.25 -0.68 2.45
H 4.771109 -4.975106 4.094085 -0.91 -1.11 -2.02
H 0.881273 -2.083182 1.987044 0.49 -0.44 -0.20
H -1.538323 -1.619785 0.335378 -1.38 -0.65 0.56
H -3.040922 -1.412227 1.174908 1.37 -1.11 -0.66
H -1.691096 -5.437097 1.945895 -1.86 1.24 -0.63
C -0.120031 -4.605020 9.047239 -0.68 0.89 0.19
C 0.153206 -5.796148 9.907209 -0.31 -0.20 1.07
O 0.662975 -6.747823 8.992569 0.33 0.33 -0.84
C 1.170002 -6.049634 7.934688 1.46 -1.17 -1.92
O 1.838446 -6.542163 7.041221 -1.54 1.20 2.04
O 0.832356 -4.728978 8.007747 0.41 -0.80 -0.15
H 0.014365 -3.662937 9.585807 0.08 -0.10 -0.23
H -1.124169 -4.625642 8.610932 0.08 -0.02 0.03
H 0.913347 -5.595829 10.669675 -0.05 -0.01 -0.07
H -0.749712 -6.172567 10.395785 0.21 -0.10 -0.14
C 0.161836 0.557627 6.474837 0.67 0.81 0.97
C -1.258884 0.117800 6.620088 -0.60 0.12 0.94
O -1.658447 -0.137451 5.286929 0.80 -0.27 -0.92
C -0.522846 -0.396528 4.574927 0.04 -0.54 -1.55
O -0.508605 -0.822151 3.431980 -0.02 1.04 2.19
O 0.593985 -0.118229 5.308897 -0.91 -0.52 -0.85
H 0.774857 0.276506 7.335543 0.02 -0.12 -0.26
H 0.250992 1.636713 6.311412 -0.06 -0.25 -0.03
H -1.353327 -0.805928 7.200695 -0.01 0.03 -0.08
H -1.888778 0.888303 7.073096 0.00 -0.14 -0.25
C -0.573286 3.953593 1.497478 -0.23 0.66 -1.02
C 0.176209 2.661006 1.475895 0.25 -0.53 -1.08
O 0.545360 2.476240 2.829300 -0.56 0.59 1.03
C -0.341220 3.189597 3.583459 -0.18 -0.07 1.76
O -0.423535 3.120841 4.798441 0.14 0.15 -2.40
O -1.123800 3.988653 2.800803 0.47 -0.68 1.03
H -1.362972 3.989729 0.742011 0.05 0.02 0.26
H 0.083504 4.820131 1.367777 -0.05 -0.08 0.03
H -0.450468 1.819508 1.162120 0.05 0.07 0.04
H 1.060992 2.703682 0.834804 -0.11 -0.04 0.25
C -2.178017 -0.831128 -3.678310 -0.68 -0.84 -0.68
C -0.726907 -1.013968 -3.371978 0.63 -1.01 -0.23
O -0.304523 0.286781 -3.008992 -0.80 0.91 0.39
C -1.413678 0.960424 -2.585155 0.17 1.66 0.93
O -1.390555 2.051459 -2.040370 -0.05 -2.16 -1.02
O -2.551247 0.253657 -2.849522 0.74 0.85 0.42
H -2.768736 -1.720483 -3.442223 0.00 0.27 0.09
H -2.353279 -0.554284 -4.723166 0.07 0.03 0.09
H -0.559997 -1.689046 -2.525982 -0.04 0.06 -0.04
H -0.162276 -1.378640 -4.234454 0.02 0.22 0.18
C -2.520031 4.329585 -5.824557 -1.07 1.09 0.42
C -2.246794 3.138458 -4.964587 -0.32 0.19 1.22
O -1.737025 2.186783 -5.879227 0.43 0.07 -1.08
C -1.229998 2.884972 -6.937108 1.11 -0.78 -1.67
O -0.561554 2.392443 -7.830574 -1.33 1.04 1.87
O -1.567644 4.205628 -6.864049 0.44 -1.34 -0.36
H -2.385635 5.271669 -5.285989 0.15 -0.12 -0.21
H -3.524169 4.308964 -6.260864 0.45 0.07 0.17
H -1.486653 3.338776 -4.202121 -0.12 -0.04 -0.08
H -3.149712 2.762038 -4.476011 0.20 -0.09 -0.10
C -7.161265 2.262113 -7.388741 -0.70 -0.68 -0.61
C -5.710155 2.079273 -7.082409 0.65 -1.04 -0.27
O -5.287771 3.380022 -6.719423 -0.83 0.47 0.16
C -6.396926 4.053665 -6.295586 -0.33 2.49 1.25
O -6.373803 5.144700 -5.750801 0.07 -2.58 -1.28
O -7.534495 3.346898 -6.559953 0.81 0.62 0.37
H -7.751984 1.372758 -7.152654 -0.01 0.27 0.04
H -7.336526 2.538957 -8.433597 0.03 -0.02 0.09
H -5.543245 1.404195 -6.236413 -0.03 0.06 -0.05
H -5.145524 1.714601 -7.944885 0.04 0.19 0.19
C 0.768948 5.759095 -6.743032 -0.30 -0.89 -0.61
C 2.119322 6.295660 -7.091716 0.77 -0.50 -0.62
O 2.070917 7.629336 -6.621525 -0.68 0.30 0.70
C 1.120212 7.670834 -5.642701 -0.36 2.06 1.55
O 0.933094 8.623401 -4.904266 0.41 -2.17 -1.66
O 0.407410 6.507499 -5.597550 0.42 0.84 0.26
H 0.791655 4.689689 -6.516107 -0.04 0.32 0.03
H 0.030612 5.940273 -7.531142 0.16 -0.06 0.12
H 2.926021 5.766833 -6.573184 -0.06 0.05 -0.03
H 2.311967 6.270435 -8.167778 0.01 0.17 0.21
```
Positions in Å, forces in eV/Å.

The HOMO energy comes out at -7.6 eV.

---

# 3
ORCA calculation (the ωB97M-V functional and the def2-TZVPD basis) on C28H49N2NdOP3S as an isolated structure in a non-equilibrium geometry.

Geometry as XYZ:
```
85
Properties=species:S:1:pos:R:3:forces:R:3
Nd -0.082966 0.513087 0.247280 2.14 -1.24 1.97
P -0.708937 -2.370856 0.168046 -0.21 -1.55 -0.02
P 2.831379 0.234005 -0.380204 1.52 0.24 -0.48
P -0.254783 -0.094363 -2.583227 -0.03 -0.29 -1.05
H -1.316624 2.981773 0.461538 -0.15 -0.62 -0.14
C -1.864882 2.339459 -0.263306 -2.58 -0.99 0.88
C -2.579611 1.206608 0.124892 -0.56 2.80 -0.29
H -2.694053 0.896550 1.194616 0.60 0.23 -0.67
C -1.066329 -3.086863 1.814297 -0.06 0.25 0.30
C 0.551207 -3.580907 -0.410834 0.41 0.33 -0.11
C -2.179861 -2.954358 -0.774555 -0.21 0.45 -0.03
C 3.444285 1.922922 -0.769213 -0.37 0.22 -0.02
C 3.943511 -0.238198 0.998498 -0.36 -0.25 0.29
C 3.555581 -0.742913 -1.761573 -0.36 -0.30 -0.08
C -1.966779 0.067310 -3.221295 -0.13 0.14 0.23
C 0.317021 -1.578100 -3.482181 0.18 -0.18 0.17
C 0.708694 1.222948 -3.418422 -0.08 0.23 0.14
H -1.965723 2.803696 -1.250179 0.06 -0.45 -0.07
H -3.299582 0.692727 -0.530364 0.63 0.30 -0.05
H -1.817633 -2.474703 2.329381 0.12 -0.22 -0.01
H -0.160526 -3.120621 2.436912 -0.32 0.06 -0.23
H -1.452337 -4.107376 1.695364 0.07 0.24 0.00
H 1.463993 -3.475996 0.191735 -0.17 -0.07 -0.14
H 0.817672 -3.416887 -1.463403 -0.10 -0.09 0.31
H 0.171770 -4.605964 -0.287385 0.01 0.35 -0.03
H -3.067956 -2.394940 -0.442503 0.17 -0.23 -0.14
H -2.344370 -4.022229 -0.564095 0.11 0.35 -0.10
H -2.062149 -2.805006 -1.858925 -0.02 -0.11 0.41
H 4.534690 1.946707 -0.890043 -0.25 -0.14 0.00
H 3.183093 2.590698 0.060571 0.09 0.03 -0.16
H 2.973953 2.303845 -1.690622 0.21 -0.08 0.34
H 4.990659 0.017040 0.797251 -0.28 0.03 -0.15
H 3.877130 -1.326280 1.154965 0.04 0.37 0.04
H 3.615993 0.275823 1.910416 0.16 -0.18 -0.09
H 4.654927 -0.698519 -1.750173 -0.35 0.13 0.11
H 3.199399 -0.380964 -2.738110 0.16 -0.17 0.36
H 3.255935 -1.794917 -1.637808 0.13 0.26 -0.15
H -1.954997 0.108164 -4.317911 -0.03 0.02 0.24
H -2.433627 0.989814 -2.839623 0.14 -0.39 -0.28
H -2.563267 -0.800074 -2.898310 0.22 0.24 -0.10
H 0.236291 -1.392285 -4.561641 -0.01 -0.03 0.25
H -0.307321 -2.446298 -3.226568 0.27 0.24 -0.13
H 1.369769 -1.783285 -3.235933 -0.39 -0.06 -0.13
H 0.516115 1.186289 -4.499770 0.05 0.14 0.27
H 1.787562 1.125138 -3.238535 -0.35 -0.12 -0.07
H 0.393710 2.200803 -3.020286 0.22 -0.35 -0.20
C -2.587989 4.668128 -4.765457 -0.93 1.74 -0.93
C -1.965117 5.744082 -5.430764 -0.22 -0.23 0.54
C -2.669097 6.940979 -5.610576 -0.30 -0.13 0.00
C -4.012040 7.053645 -5.223441 0.25 -0.66 0.17
C -4.676909 5.913898 -4.745654 0.18 -0.05 -0.31
C -3.988921 4.711155 -4.576273 0.69 0.09 0.42
S -1.761097 3.229723 -4.256826 0.78 -1.22 0.24
H -0.510726 3.578070 -3.813323 -0.93 0.71 -0.55
H -0.944943 5.619280 -5.796804 -0.19 0.26 0.29
H -2.179571 7.800613 -6.062855 -0.01 -0.24 0.04
H -4.550175 7.996080 -5.314116 0.20 -0.24 -0.05
H -5.739236 5.951738 -4.505011 0.26 0.01 -0.16
H -4.502705 3.792036 -4.280307 0.04 0.45 0.20
C 1.652792 -1.037959 6.901338 0.06 -0.31 1.06
N 1.588532 -0.982643 5.457453 0.35 -0.66 0.04
N 0.898085 -0.072470 4.729938 -0.45 0.44 -0.84
C 0.953717 -0.409368 3.415094 0.90 -1.48 0.87
O 0.356262 0.286018 2.494139 0.08 -0.13 -1.41
C 1.744798 -1.609592 3.363261 -0.92 1.04 -0.80
C 2.100794 -1.935852 4.651839 -0.16 0.75 0.35
C 2.916127 -3.052518 5.196114 0.30 -0.46 -0.25
C 0.310182 1.101192 5.286379 -0.55 0.93 0.14
C 1.015907 1.804016 6.255484 0.09 -0.22 0.42
C 0.417881 2.869227 6.921579 -0.25 0.27 -0.13
C -0.862338 3.299480 6.548298 0.15 0.13 0.05
C -1.542613 2.638947 5.522028 -0.13 0.00 -0.18
C -0.957062 1.551938 4.871654 0.16 -0.54 0.27
H 2.676722 -0.822144 7.247700 -0.39 -0.09 -0.14
H 1.359036 -2.048202 7.231687 0.18 0.42 -0.16
H 0.973912 -0.326712 7.368450 0.03 -0.16 -0.22
H 1.966751 -2.148315 2.458033 0.13 -0.06 0.07
H 3.806160 -2.696746 5.742294 -0.37 -0.02 -0.24
H 2.351738 -3.703818 5.881570 0.08 0.26 -0.27
H 3.255226 -3.658768 4.343230 -0.04 0.10 0.43
H 2.001559 1.447797 6.564958 -0.27 0.36 -0.17
H 0.954319 3.355771 7.739173 -0.19 -0.07 -0.35
H -1.324841 4.167769 7.040491 0.25 -0.59 -0.18
H -2.563729 2.946770 5.243404 0.68 -0.11 0.14
H -1.494639 1.004373 4.092752 0.13 0.20 0.38
```
Positions in Å, forces in eV/Å.

The HOMO energy (spin up / spin down) comes out at -14.2 / -14.2 eV. As for the expectation value of S²: 3.7543. As for the multiplicity: 4. As for the charge: +3.